Here is a molecular structure, C45H42N6PS4Ti from the Open Molecules 2025 dataset. Energies are from wB97M-V/def2-TZVPD.

The value obtained for the LUMO energy (spin up / spin down) is -3.075 / -3.078 eV. The value obtained for the HOMO energy (spin up / spin down) is -9.3 / -9.3 eV. As for the net charge: +1. The calculation puts the orbital gap (spin up / spin down) at 6.183 / 6.186 eV. As for the energy relative to the best compared isomer or geometry (same formula, charge and spin): 70.2 kJ/mol.

Last column: Löwdin charge in e.
Element x y z (Å)
1 Ti -0.97 0.74 0.20  0.940
2 N -3.08 -1.23 3.27  0.215
3 C -2.48 -2.43 2.91  -0.165
4 C -2.58 -3.71 3.44  0.000
5 C -1.89 -4.70 2.76  -0.064
6 C -1.15 -4.43 1.60  -0.061
7 C -1.05 -3.16 1.09  -0.019
8 C -1.72 -2.15 1.78  -0.218
9 N -1.83 -0.79 1.49  0.074
10 C -2.67 -0.30 2.37  -0.236
11 C -3.21 1.05 2.20  -0.287
12 C -4.09 1.76 2.94  -0.289
13 S -4.45 3.23 2.14  1.113
14 C -3.39 2.81 0.88  -0.410
15 N -2.81 1.66 1.03  -0.051
16 H -3.73 -1.08 4.02  0.175
17 H -3.16 -3.93 4.32  0.117
18 H -1.94 -5.72 3.13  0.112
19 H -0.65 -5.25 1.09  0.116
20 H -0.49 -2.94 0.19  0.093
21 H -4.55 1.50 3.89  0.088
22 H -3.20 3.45 0.02  0.101
23 C 2.12 4.84 -2.11  -0.077
24 C 2.46 3.51 -1.92  -0.084
25 C 1.48 2.57 -1.65  -0.080
26 C 0.15 2.95 -1.56  -0.268
27 C -0.20 4.29 -1.75  -0.025
28 C 0.78 5.22 -2.01  -0.070
29 N -0.83 1.95 -1.31  -0.136
30 N -1.94 2.17 -2.09  0.060
31 C -2.79 1.17 -1.96  -0.422
32 C -4.06 1.24 -2.63  -0.015
33 C -4.94 0.22 -2.49  -0.064
34 C -4.59 -0.90 -1.68  -0.073
35 C -3.39 -0.90 -1.05  -0.155
36 N -2.48 0.11 -1.16  -0.016
37 H 2.88 5.58 -2.32  0.106
38 H 3.50 3.20 -1.99  0.112
39 H 1.75 1.53 -1.51  0.045
40 H -1.24 4.57 -1.71  0.102
41 H 0.50 6.26 -2.16  0.107
42 H -4.26 2.12 -3.23  0.117
43 H -5.90 0.25 -2.99  0.110
44 H -5.26 -1.74 -1.58  0.106
45 H -3.08 -1.74 -0.44  0.097
46 C 5.42 2.21 1.69  -0.071
47 C 5.34 0.86 2.02  -0.069
48 C 4.14 0.17 1.86  -0.072
49 C 3.02 0.83 1.36  -0.319
50 C 3.10 2.18 1.05  -0.097
51 C 4.29 2.87 1.20  -0.064
52 P 1.40 0.00 1.27  1.072
53 C 1.70 -1.69 1.85  -0.385
54 C 1.23 -2.16 3.07  -0.089
55 C 1.49 -3.46 3.47  -0.070
56 C 2.21 -4.31 2.64  -0.071
57 C 2.68 -3.85 1.42  -0.064
58 C 2.42 -2.55 1.02  -0.122
59 C 0.53 1.00 2.51  -0.421
60 C 0.85 1.15 3.87  -0.074
61 C 0.39 2.27 4.54  -0.064
62 C -0.32 3.25 3.85  -0.064
63 C -0.64 3.09 2.51  -0.106
64 C -0.24 1.93 1.81  -0.257
65 H 6.35 2.74 1.81  0.108
66 H 6.20 0.34 2.40  0.109
67 H 4.10 -0.88 2.12  0.098
68 H 2.23 2.72 0.70  0.090
69 H 4.34 3.92 0.95  0.111
70 H 0.65 -1.51 3.72  0.096
71 H 1.12 -3.82 4.42  0.113
72 H 2.42 -5.33 2.95  0.111
73 H 3.24 -4.51 0.77  0.112
74 H 2.81 -2.19 0.07  0.086
75 H 1.50 0.44 4.37  0.108
76 H 0.64 2.41 5.58  0.108
77 H -0.63 4.15 4.37  0.109
78 H -1.20 3.87 2.01  0.096
79 C 1.37 0.50 -4.86  -0.543
80 C 2.41 -0.29 -4.06  -0.506
81 S 1.80 -0.93 -2.47  0.836
82 C 1.81 -2.72 -2.70  -0.546
83 C 0.67 -3.30 -3.54  -0.529
84 S -0.97 -2.96 -2.84  0.846
85 C -1.77 -1.93 -4.10  -0.539
86 C -1.21 -0.53 -4.32  -0.536
87 S 0.06 -0.49 -5.61  0.892
88 H 1.88 0.98 -5.70  0.074
89 H 0.94 1.29 -4.26  0.066
90 H 3.26 0.35 -3.84  0.070
91 H 2.78 -1.13 -4.65  0.080
92 H 1.76 -3.13 -1.69  0.042
93 H 2.77 -3.03 -3.12  0.085
94 H 0.80 -4.38 -3.59  0.074
95 H 0.70 -2.91 -4.56  0.042
96 H -2.80 -1.88 -3.76  0.053
97 H -1.79 -2.49 -5.04  0.073
98 H -0.78 -0.15 -3.39  0.025
99 H -2.02 0.14 -4.61  0.068



Here is a molecular structure, C54H69CrIN5O3P2S2 at a distorted geometry from the Open Molecules 2025 dataset. Energies are from wB97M-V/def2-TZVPD.

The value obtained for the LUMO energy (spin up / spin down) is -6.799 / -6.151 eV. As for the expectation value of S²: 0.858. The value obtained for the HOMO energy (spin up / spin down) is -11.9 / -12.0 eV. As for the net charge: +2. The calculation puts the orbital gap (spin up / spin down) at 5.150 / 5.828 eV. As for the spin multiplicity: 2.

Last column: Löwdin spin population.
Element x y z (Å)
1 Cr 0.44 1.63 0.41  1.033
2 N 0.16 0.93 2.50  -0.013
3 C 1.43 0.38 2.99  0.000
4 C 2.41 0.24 1.79  0.003
5 O 3.27 -0.61 1.79  0.000
6 O 2.21 1.13 0.89  0.021
7 H -0.30 1.46 3.25  -0.001
8 H -0.46 0.13 2.30  0.000
9 H 1.31 -0.59 3.48  0.000
10 H 1.90 1.08 3.70  0.000
11 I -2.30 1.72 -0.08  0.020
12 C -4.41 1.27 0.34  0.005
13 C -5.21 2.38 0.20  0.001
14 C -6.60 2.27 0.33  0.000
15 C -7.15 1.05 0.57  -0.001
16 C -6.35 -0.10 0.72  0.000
17 C -6.96 -1.35 0.95  0.000
18 C -6.21 -2.47 1.13  0.000
19 C -4.82 -2.39 1.06  0.000
20 C -4.17 -1.20 0.78  -0.001
21 P -2.34 -1.30 0.65  -0.005
22 C -2.19 -2.47 -0.76  -0.001
23 C -2.39 -3.85 -0.70  0.000
24 C -2.20 -4.62 -1.84  0.000
25 C -1.81 -4.03 -3.03  0.000
26 C -1.62 -2.66 -3.09  0.000
27 C -1.80 -1.89 -1.96  0.000
28 C -1.97 -2.11 2.24  0.000
29 C -1.19 -3.25 2.41  0.000
30 C -0.77 -3.64 3.67  0.000
31 C -1.11 -2.88 4.78  0.000
32 C -1.88 -1.74 4.62  0.000
33 C -2.30 -1.35 3.37  0.000
34 C -4.92 -0.01 0.61  0.000
35 H -4.77 3.34 0.00  0.001
36 H -7.21 3.15 0.21  0.000
37 H -8.22 0.94 0.66  0.000
38 H -8.04 -1.40 0.99  0.000
39 H -6.67 -3.43 1.32  0.000
40 H -4.23 -3.28 1.21  0.000
41 H -2.67 -4.34 0.22  0.000
42 H -2.35 -5.69 -1.79  0.000
43 H -1.65 -4.64 -3.91  0.000
44 H -1.32 -2.20 -4.02  0.000
45 H -1.62 -0.82 -2.00  0.000
46 H -0.91 -3.84 1.55  0.000
47 H -0.18 -4.54 3.79  0.000
48 H -0.77 -3.18 5.76  0.000
49 H -2.14 -1.14 5.48  0.000
50 H -2.90 -0.46 3.24  0.000
51 C 0.78 4.64 -2.18  0.000
52 C 0.26 5.28 -0.89  -0.001
53 C 0.86 6.69 -0.81  -0.001
54 C -1.26 5.36 -0.94  0.000
55 P 0.81 4.12 0.53  -0.023
56 C 2.62 4.35 0.48  -0.001
57 C 3.30 5.37 1.14  -0.001
58 C 4.67 5.51 1.00  0.000
59 C 5.38 4.64 0.18  0.000
60 C 4.71 3.63 -0.48  0.000
61 C 3.34 3.48 -0.33  0.000
62 C 0.19 4.79 2.19  -0.007
63 C 1.13 4.19 3.25  -0.001
64 C 0.12 6.31 2.34  -0.002
65 C -1.22 4.25 2.44  -0.001
66 H 0.30 5.11 -3.04  0.000
67 H 0.55 3.57 -2.20  0.000
68 H 1.85 4.77 -2.27  0.000
69 H 0.71 7.17 -1.78  0.000
70 H 1.93 6.67 -0.61  0.000
71 H 0.37 7.31 -0.07  0.000
72 H -1.58 5.94 -1.81  0.000
73 H -1.66 5.87 -0.06  0.000
74 H -1.70 4.37 -1.00  0.000
75 H 2.78 6.08 1.77  0.000
76 H 5.18 6.30 1.52  0.000
77 H 6.45 4.75 0.07  0.000
78 H 5.26 2.94 -1.11  0.000
79 H 2.83 2.67 -0.84  0.000
80 H 2.00 4.82 3.40  0.000
81 H 1.48 3.21 2.94  0.000
82 H 0.61 4.11 4.20  0.000
83 H 1.04 6.81 2.07  0.000
84 H -0.08 6.54 3.38  -0.001
85 H -0.69 6.73 1.75  0.000
86 H -1.23 3.16 2.48  0.000
87 H -1.93 4.56 1.67  0.000
88 H -1.59 4.62 3.39  0.000
89 C -0.94 0.87 -5.59  0.000
90 N -0.58 1.43 -4.30  -0.002
91 C -1.70 2.04 -3.63  -0.001
92 C 0.56 1.16 -3.65  0.000
93 S 0.55 0.92 -1.94  -0.013
94 N 1.70 0.95 -4.31  -0.002
95 C 2.85 0.34 -3.69  0.000
96 C 1.97 1.48 -5.63  0.000
97 H -1.90 0.38 -5.50  0.000
98 H -0.21 0.12 -5.91  0.000
99 H -1.03 1.63 -6.36  0.000
100 H -2.22 2.70 -4.33  0.000
101 H -1.35 2.64 -2.79  0.000
102 H -2.42 1.30 -3.26  0.000
103 H 2.55 -0.35 -2.90  0.000
104 H 3.51 1.10 -3.25  0.000
105 H 3.40 -0.21 -4.45  0.000
106 H 1.23 2.23 -5.90  0.000
107 H 1.99 0.70 -6.39  0.000
108 H 2.95 1.95 -5.60  0.000
109 C 4.28 -6.17 2.49  0.000
110 C 3.08 -5.25 2.34  0.000
111 C 3.40 -4.09 1.39  0.000
112 N 2.27 -3.18 1.28  -0.001
113 C 1.70 -2.66 0.20  0.000
114 S 0.57 -1.41 0.39  -0.002
115 N 1.92 -3.09 -1.06  0.000
116 C 2.24 -4.34 -1.64  0.000
117 O 2.75 -4.34 -2.73  0.000
118 C 1.80 -5.55 -0.93  0.000
119 C 2.47 -6.76 -1.17  0.000
120 C 2.01 -7.93 -0.59  0.000
121 C 0.87 -7.92 0.19  0.000
122 C 0.19 -6.73 0.41  0.000
123 C 0.65 -5.55 -0.15  0.000
124 H 4.05 -6.98 3.17  0.000
125 H 5.14 -5.63 2.88  0.000
126 H 4.55 -6.61 1.53  0.000
127 H 2.80 -4.84 3.31  0.000
128 H 2.23 -5.81 1.95  0.000
129 H 3.67 -4.47 0.40  0.000
130 H 4.25 -3.52 1.78  0.000
131 H 2.05 -2.71 2.14  0.000
132 H 1.77 -2.37 -1.76  0.000
133 H 3.34 -6.76 -1.80  0.000
134 H 2.53 -8.85 -0.78  0.000
135 H 0.50 -8.84 0.63  0.000
136 H -0.71 -6.73 1.01  0.000
137 H 0.09 -4.64 -0.03  0.000



Here is 4 unconnected molecules or ions with the total composition C18H19F12O12S from the Open Molecules 2025 dataset. Energies are from wB97M-V/def2-TZVPD.

The value obtained for the LUMO energy is -3.681 eV. The value obtained for the HOMO energy is -12.5 eV. As for the net charge: +1. The calculation puts the orbital gap at 8.790 eV.

Last column: Löwdin charge in e.
Element x y z (Å)
1 C -4.53 4.01 -2.53  -0.047
2 C -4.47 2.66 -1.86  -0.209
3 O -3.68 1.74 -2.66  -0.122
4 C -3.11 0.73 -2.00  -0.286
5 S -1.40 1.28 -1.28  1.327
6 C -0.40 -0.22 -1.46  -0.240
7 C 0.65 0.05 -2.57  -0.565
8 O 0.39 -0.19 -3.69  0.192
9 O 1.85 0.45 -2.13  0.131
10 C -1.76 1.65 0.54  -0.559
11 F -2.88 1.05 0.92  0.133
12 F -1.97 2.96 0.49  0.125
13 C -0.60 1.37 1.57  -0.375
14 F 0.56 1.28 0.88  0.135
15 F -0.54 2.41 2.38  0.205
16 C -0.72 0.12 2.51  -0.360
17 F -1.80 0.29 3.27  0.195
18 F 0.38 0.13 3.26  0.194
19 C -0.79 -1.29 1.84  -0.526
20 F 0.40 -1.59 1.31  0.170
21 F -1.14 -2.20 2.73  0.234
22 F -1.68 -1.28 0.83  0.156
23 H -3.70 4.65 -2.23  0.086
24 H -4.53 3.91 -3.62  0.093
25 H -5.46 4.50 -2.23  0.079
26 H -5.47 2.22 -1.73  0.142
27 H -4.03 2.74 -0.86  0.092
28 H -3.66 0.32 -1.14  0.126
29 H -2.79 -0.06 -2.68  0.125
30 H 0.07 -0.51 -0.53  0.070
31 H -1.06 -1.02 -1.80  0.114
32 H 1.83 1.27 -1.60  0.130
33 C 2.60 -3.98 2.09  -0.062
34 C 3.07 -4.48 0.73  -0.307
35 O 4.46 -4.60 0.92  0.126
36 C 4.70 -4.80 2.25  -0.532
37 O 5.73 -5.16 2.70  0.195
38 O 3.58 -4.52 2.97  0.083
39 F 2.82 -3.58 -0.25  0.065
40 H 2.65 -2.89 2.12  0.134
41 H 1.61 -4.33 2.37  0.138
42 H 2.67 -5.45 0.42  0.178
43 C 7.59 -5.93 0.19  -0.055
44 C 8.64 -5.67 -0.87  -0.314
45 O 8.45 -6.74 -1.77  0.135
46 C 7.16 -7.17 -1.66  -0.549
47 O 6.62 -7.91 -2.42  0.183
48 O 6.59 -6.63 -0.56  0.064
49 F 9.90 -5.72 -0.37  0.080
50 H 7.98 -6.59 0.97  0.149
51 H 7.16 -5.04 0.64  0.117
52 H 8.52 -4.73 -1.41  0.171
53 C -4.89 7.89 0.80  -0.035
54 C -6.40 7.83 0.85  -0.304
55 O -6.68 6.55 0.30  0.144
56 C -5.60 5.76 0.48  -0.555
57 O -5.58 4.58 0.31  0.155
58 O -4.54 6.50 0.88  0.071
59 F -6.98 8.78 0.08  0.093
60 H -4.56 8.29 -0.16  0.146
61 H -4.43 8.43 1.62  0.142
62 H -6.83 7.88 1.85  0.176